[1]
C23H21Cl2N3O3S | the ωB97M-V functional and the def2-TZVPD basis

Computed properties:
SMILES string	COc1cccc(Cn2cnc3c(NS(=O)(=O)c4cc(Cl)ccc4Cl)c(C)c(C)cc32)c1
HOMO energy	-8.52	eV
E_LUMO	0.31	eV
DFT total energy	-70685.0822	eV
Kohn-Sham gap	8.8253	eV

XYZ file:
```
53
Properties=species:S:1:pos:R:3:nbo_charge:R:1
C -1.010 -2.553 1.254 -0.268
O -2.347 -2.830 1.614 -0.508
C -3.313 -1.941 1.277 0.406
C -4.623 -2.292 1.613 -0.274
C -5.666 -1.447 1.302 -0.187
C -5.430 -0.242 0.660 -0.248
C -4.133 0.116 0.325 -0.013
C -3.874 1.436 -0.377 -0.225
N -2.560 1.943 -0.095 -0.356
C -2.175 2.587 1.042 0.232
N -0.890 2.720 1.170 -0.481
C -0.361 2.103 0.067 0.135
C 0.969 1.854 -0.265 0.082
N 1.980 2.142 0.690 -0.853
S 2.122 0.874 1.795 2.314
O 2.554 1.410 3.046 -0.915
O 0.964 0.027 1.768 -0.944
C 3.471 -0.086 1.084 -0.366
C 3.219 -1.382 0.682 -0.153
C 4.249 -2.137 0.142 -0.061
Cl 3.943 -3.748 -0.376 0.025
C 5.524 -1.599 0.014 -0.202
C 5.770 -0.300 0.421 -0.214
C 4.737 0.462 0.957 -0.021
Cl 5.003 2.077 1.446 0.065
C 1.251 1.203 -1.456 0.038
C 2.675 0.989 -1.877 -0.656
C 0.199 0.757 -2.286 -0.025
C 0.523 0.040 -3.563 -0.626
C -1.125 0.937 -1.929 -0.235
C -1.399 1.617 -0.753 0.101
C -3.078 -0.734 0.628 -0.349
H -0.433 -3.399 1.625 0.198
H -0.635 -1.631 1.709 0.209
H -0.900 -2.489 0.166 0.172
H -4.791 -3.230 2.119 0.221
H -6.676 -1.724 1.566 0.215
H -6.251 0.418 0.424 0.207
H -4.616 2.174 -0.057 0.220
H -3.969 1.305 -1.461 0.221
H -2.889 2.954 1.754 0.202
H 1.752 2.977 1.217 0.428
H 2.219 -1.770 0.797 0.252
H 6.319 -2.196 -0.404 0.236
H 6.754 0.128 0.324 0.238
H 3.343 1.527 -1.212 0.231
H 2.824 1.353 -2.892 0.219
H 2.940 -0.068 -1.858 0.215
H -0.385 -0.308 -4.048 0.216
H 1.048 0.701 -4.252 0.217
H 1.166 -0.818 -3.372 0.218
H -1.918 0.541 -2.546 0.214
H -2.069 -0.452 0.377 0.232
```


[2]
C23H21Cl2N4ReS2Se | the ωB97M-V functional and the def2-TZVPD basis

Computed properties:
HOMO energy (alpha / beta)	-3.87 / -3.87	eV
E_LUMO (alpha / beta)	1.95 / 1.99	eV
net charge	-1
2S+1	2
DFT total energy	-144346.6394	eV
expectation value of S²	0.757
Kohn-Sham gap (alpha / beta)	5.8184 / 5.8541	eV

XYZ file:
```
54
Properties=species:S:1:pos:R:3:mulliken_spin:R:1
Re -0.657 -0.405 -0.284 0.909
C 1.235 2.135 0.315 -0.025
N 0.749 1.415 -0.887 0.002
C 1.866 0.809 -1.625 0.000
C 2.319 -0.443 -0.903 -0.007
N 1.223 -1.451 -0.858 -0.027
C 1.549 -2.465 0.177 0.007
C 1.116 -2.088 -2.192 0.021
C 2.094 -2.984 -2.612 -0.002
C 2.035 -3.550 -3.873 0.008
C 0.994 -3.202 -4.727 -0.002
C 0.030 -2.304 -4.314 0.010
C 0.067 -1.731 -3.037 -0.006
S -1.182 -0.607 -2.529 0.035
C -0.060 2.343 -1.668 0.020
C 0.482 3.094 -2.698 0.010
C -0.309 4.006 -3.381 0.000
C -1.635 4.172 -3.010 0.001
C -2.172 3.423 -1.975 0.004
C -1.399 2.487 -1.290 -0.019
S -2.045 1.548 0.050 -0.010
H 1.908 2.945 0.018 -0.004
H 1.758 1.454 0.984 0.004
H 0.377 2.543 0.845 0.006
H 2.712 1.500 -1.716 0.000
H 1.514 0.557 -2.626 0.002
H 2.603 -0.224 0.127 0.004
H 3.190 -0.872 -1.406 0.001
H 2.551 -2.874 0.031 0.000
H 0.815 -3.265 0.125 0.000
H 1.501 -1.996 1.157 0.000
H 2.912 -3.249 -1.955 0.000
H 2.793 -4.257 -4.185 0.001
H 0.933 -3.638 -5.716 0.000
H -0.787 -2.034 -4.972 0.002
H 1.520 2.969 -2.980 -0.001
H 0.111 4.582 -4.196 0.000
H -2.262 4.881 -3.536 0.000
H -3.211 3.538 -1.695 0.000
Cl -0.153 -0.260 2.331 -0.005
C -0.949 -1.779 2.678 0.002
C -0.920 -2.297 3.954 0.002
C -1.581 -3.497 4.174 -0.008
C -2.229 -4.147 3.134 0.004
C -2.229 -3.598 1.864 -0.006
Cl -3.028 -4.442 0.577 0.004
C -1.591 -2.380 1.589 0.007
N -1.576 -1.823 0.323 0.054
H -0.441 -1.757 4.762 0.002
H -1.602 -3.913 5.172 0.000
H -2.746 -5.083 3.300 0.000
Se -1.550 0.230 6.102 0.000
C -1.461 1.628 7.284 0.000
N -1.405 2.513 8.032 0.000
```